Entry 1:
One molecule with the formula C20H32N2O2. Source: OMol25; level of theory: ωB97M-V with the def2-TZVPD basis set.

- ΔE to the lowest compared entry with this formula, charge and spin (kJ/mol) = 99.2
- highest occupied orbital energy (eV) = -8.67
- multiplicity = 1
- orbital gap (eV) = 9.46
- E_LUMO (Eh) = 0.0291

```
56
Properties=species:S:1:pos:R:3:lowdin_charge:R:1
C -6.33 -2.35 0.41 -0.12
C -4.89 -2.85 0.36 -0.24
C -3.90 -1.91 1.08 -0.21
N -2.89 -1.40 0.16 -0.19
C -3.43 -0.37 -0.71 -0.17
C -2.56 -0.13 -1.94 -0.06
C -1.44 0.87 -1.70 -0.45
O -1.41 1.93 -2.29 0.05
N -0.50 0.50 -0.80 -0.01
C 0.58 1.44 -0.53 -0.24
C 1.95 0.84 -0.85 -0.14
O 2.39 0.00 0.20 -0.07
C 3.61 -0.60 0.10 -0.26
C 3.97 -1.41 1.17 -0.01
C 5.19 -2.06 1.17 -0.09
C 6.06 -1.93 0.10 -0.10
C 5.70 -1.13 -0.97 -0.09
C 4.48 -0.46 -0.98 -0.02
C 0.53 1.99 0.90 -0.12
C -0.74 2.79 1.21 -0.43
C -0.83 4.07 0.37 -0.06
C -0.77 3.14 2.70 -0.08
C -0.52 -0.77 -0.13 -0.11
C -1.69 -0.97 0.84 -0.16
H -6.43 -1.37 -0.05 0.06
H -6.99 -3.04 -0.12 0.07
H -6.67 -2.27 1.44 0.07
H -4.57 -2.96 -0.68 0.10
H -4.85 -3.84 0.81 0.10
H -4.45 -1.09 1.57 0.12
H -3.38 -2.47 1.86 0.11
H -4.41 -0.70 -1.05 0.11
H -3.57 0.59 -0.16 0.14
H -2.16 -1.08 -2.28 0.12
H -3.18 0.29 -2.74 0.12
H 0.42 2.26 -1.24 0.14
H 2.67 1.66 -0.98 0.14
H 1.89 0.28 -1.79 0.14
H 3.29 -1.51 2.00 0.12
H 5.46 -2.69 2.01 0.10
H 7.01 -2.44 0.10 0.10
H 6.37 -1.01 -1.81 0.10
H 4.23 0.15 -1.83 0.10
H 0.61 1.16 1.61 0.12
H 1.40 2.63 1.05 0.13
H -1.61 2.17 0.98 0.11
H 0.08 4.66 0.48 0.08
H -0.98 3.83 -0.68 0.06
H -1.67 4.67 0.70 0.08
H 0.08 3.76 2.96 0.08
H -0.73 2.23 3.31 0.07
H -1.68 3.68 2.95 0.08
H 0.41 -0.85 0.43 0.12
H -0.55 -1.59 -0.86 0.13
H -1.41 -1.75 1.55 0.12
H -1.85 -0.03 1.41 0.12
```

=====

Entry 2:
One molecule with the formula C20H32N2O4S. Source: OMol25; level of theory: ωB97M-V with the def2-TZVPD basis set.

- ΔE to the lowest compared entry with this formula, charge and spin (kJ/mol) = 10.6
- highest occupied orbital energy (eV) = -9.24
- multiplicity = 1
- orbital gap (eV) = 9.83
- E_LUMO (Eh) = 0.0218

```
59
Properties=species:S:1:pos:R:3:lowdin_charge:R:1
C -3.64 -3.37 1.24 -0.04
C -3.23 -2.83 -0.13 -0.44
C -1.71 -2.75 -0.24 -0.04
O -3.72 -1.52 -0.37 -0.17
C -5.11 -1.41 -0.56 -0.22
C -5.46 -0.01 -1.08 -0.14
C -5.19 1.07 -0.03 -0.17
N -3.78 1.20 0.23 0.07
C -3.08 2.32 -0.02 -0.47
O -3.61 3.39 -0.29 0.06
C -1.57 2.16 0.09 -0.23
C -1.06 1.28 -1.06 -0.14
C 0.45 1.13 -1.00 -0.15
C 0.89 0.55 0.34 -0.31
C 2.41 0.38 0.42 -0.22
N 2.88 -0.66 -0.46 -0.12
S 4.26 -1.47 -0.02 0.64
O 4.10 -1.88 1.35 -0.28
O 4.49 -2.46 -1.03 -0.29
C 5.55 -0.23 -0.10 -0.28
C 5.89 0.48 1.03 -0.06
C 6.85 1.48 0.95 -0.07
C 7.46 1.74 -0.27 -0.08
C 7.11 1.02 -1.40 -0.07
C 6.15 0.03 -1.32 -0.06
C 0.39 1.44 1.48 -0.16
C -1.13 1.58 1.43 -0.14
H -3.15 -4.33 1.41 0.08
H -4.72 -3.53 1.29 0.07
H -3.35 -2.67 2.02 0.09
H -3.62 -3.50 -0.92 0.14
H -1.27 -3.75 -0.17 0.08
H -1.43 -2.31 -1.20 0.08
H -1.31 -2.14 0.56 0.07
H -5.44 -2.17 -1.29 0.13
H -5.65 -1.60 0.38 0.12
H -4.86 0.19 -1.97 0.12
H -6.51 0.00 -1.35 0.12
H -5.72 0.83 0.90 0.12
H -5.54 2.05 -0.39 0.12
H -3.30 0.32 0.32 0.11
H -1.14 3.16 -0.02 0.15
H -1.35 1.73 -2.02 0.13
H -1.52 0.29 -1.00 0.10
H 0.92 2.11 -1.13 0.13
H 0.79 0.49 -1.81 0.11
H 0.45 -0.45 0.45 0.14
H 2.69 0.05 1.43 0.12
H 2.91 1.34 0.22 0.13
H 2.87 -0.45 -1.44 0.11
H 5.41 0.23 1.97 0.11
H 7.13 2.04 1.82 0.11
H 8.21 2.52 -0.34 0.11
H 7.60 1.23 -2.35 0.11
H 5.87 -0.57 -2.17 0.11
H 0.85 2.43 1.39 0.13
H 0.69 1.02 2.44 0.12
H -1.58 0.59 1.58 0.11
H -1.47 2.23 2.24 0.12
```

=====

Entry 3:
C20H32N2O7SbW as an isolated structure. Source: OMol25; level of theory: ωB97M-V with the def2-TZVPD basis set.

- ΔE to the lowest compared entry with this formula, charge and spin (kJ/mol) = 0.0
- highest occupied orbital energy (spin up / spin down) (eV) = -3.69 / -3.71
- multiplicity = 1
- charge = -1
- orbital gap (spin up / spin down) (eV) = 6.14 / 6.16
- E_LUMO (spin up / spin down) (Eh) = 0.0901 / 0.0900

```
63
Properties=species:S:1:pos:R:3:lowdin_charge:R:1
W -0.90 -0.07 -0.84 1.46
O -2.89 5.69 -2.50 0.14
C -2.51 4.58 -2.25 -0.23
C -3.38 3.32 -2.07 -0.28
O -4.58 3.26 -2.22 0.11
C -2.42 2.29 -1.72 -0.28
C -1.13 2.74 -1.67 -0.31
O -0.18 1.90 -1.37 -0.24
C -1.04 4.17 -1.98 -0.27
O -0.07 4.90 -2.05 0.12
O -2.62 1.02 -1.44 -0.19
C -2.98 -3.95 -1.53 -0.02
C -1.99 -2.84 -1.33 -0.31
N -2.34 -1.56 -1.27 -0.18
O -3.72 -1.32 -1.24 -0.07
C -0.63 -3.03 -1.20 -0.31
C 0.11 -4.32 -1.28 -0.05
N 0.05 -1.86 -1.01 -0.34
O 1.38 -2.05 -0.97 -0.40
H -3.99 -3.56 -1.60 0.07
H -2.94 -4.65 -0.70 0.08
H -2.76 -4.50 -2.44 0.08
H -3.77 -0.36 -1.38 0.06
H -0.57 -5.13 -1.53 0.06
H 0.61 -4.57 -0.34 0.07
H 0.90 -4.28 -2.04 0.07
C -1.14 2.16 1.96 -0.05
C -1.69 0.73 2.06 -0.66
C -3.20 0.75 1.80 -0.06
C -1.45 0.22 3.48 -0.08
C -1.00 -0.22 1.07 -0.23
H -1.69 2.83 2.63 0.09
H -1.24 2.55 0.94 0.07
H -0.09 2.19 2.23 0.07
H -3.71 1.30 2.59 0.08
H -3.60 -0.26 1.75 0.09
H -3.43 1.23 0.84 0.07
H -1.92 0.88 4.22 0.08
H -0.38 0.18 3.71 0.07
H -1.86 -0.78 3.61 0.08
H -0.59 -1.10 1.59 0.04
C 4.67 -0.78 -1.14 -0.19
C 3.39 -0.19 -1.72 -0.39
Sb 1.83 0.10 -0.29 1.52
C 2.52 -0.76 1.55 -0.39
C 2.33 -2.24 1.81 -0.19
C 2.36 2.12 0.29 -0.40
C 3.84 2.36 0.56 -0.20
H 5.42 -0.94 -1.92 0.06
H 4.48 -1.75 -0.68 0.06
H 5.12 -0.14 -0.38 0.05
H 2.95 -0.88 -2.44 0.04
H 3.58 0.76 -2.23 0.05
H 1.99 -0.17 2.31 0.04
H 3.58 -0.49 1.63 0.04
H 1.29 -2.54 1.74 0.05
H 2.70 -2.50 2.81 0.06
H 2.87 -2.86 1.08 0.06
H 1.75 2.36 1.17 0.03
H 1.99 2.77 -0.51 0.04
H 4.22 1.71 1.35 0.05
H 4.04 3.39 0.87 0.06
H 4.44 2.18 -0.33 0.05
```

=====

Entry 4:
C20H32N4O6S2SbSe4Ti as an isolated structure. Source: OMol25; level of theory: ωB97M-V with the def2-TZVPD basis set.

- ΔE to the lowest compared entry with this formula, charge and spin (kJ/mol) = 121.3
- highest occupied orbital energy (eV) = -4.37
- multiplicity = 1
- charge = -1
- orbital gap (eV) = 5.95
- E_LUMO (Eh) = 0.0579

```
70
Properties=species:S:1:pos:R:3:lowdin_charge:R:1
Ti -0.17 0.80 -0.34 0.73
O -1.02 4.69 1.90 0.15
C -0.59 3.52 1.42 -0.47
O -1.32 2.57 1.23 0.04
C 0.87 3.47 1.12 -0.22
C 1.68 4.58 1.03 0.03
C 2.97 4.39 0.53 0.00
C 3.40 3.12 0.19 0.04
C 2.49 2.08 0.29 -0.18
N 1.26 2.26 0.74 0.04
C 2.75 0.68 -0.22 -0.55
O 3.87 0.22 -0.22 0.09
O 1.66 0.07 -0.59 -0.16
H -1.98 4.65 1.91 0.14
H 1.30 5.56 1.26 0.12
H 3.62 5.24 0.39 0.12
H 4.38 2.93 -0.22 0.13
C 0.23 -1.68 5.65 -0.11
C -0.14 -1.69 4.17 -0.30
C -1.31 -0.76 3.89 -0.35
S -1.65 -0.45 2.14 1.01
O -0.27 -0.06 1.62 -0.58
C -1.97 -2.15 1.58 -0.32
C -0.79 -2.81 0.88 -0.28
C -1.17 -4.21 0.40 -0.09
H 1.05 -2.37 5.85 0.07
H -0.61 -1.97 6.27 0.07
H 0.55 -0.68 5.96 0.08
H -0.40 -2.71 3.86 0.10
H 0.71 -1.38 3.56 0.11
H -1.12 0.24 4.29 0.10
H -2.25 -1.12 4.32 0.10
H -2.81 -2.06 0.89 0.07
H -2.30 -2.73 2.45 0.09
H 0.08 -2.85 1.55 0.10
H -0.50 -2.22 0.01 0.07
H -1.51 -4.84 1.23 0.07
H -0.32 -4.69 -0.07 0.06
H -1.97 -4.15 -0.34 0.08
Se 2.74 3.56 -4.17 -0.15
Sb 0.53 4.45 -3.85 -0.27
Se -0.19 2.52 -1.83 0.35
Se 0.28 6.41 -2.50 -0.25
Se -1.18 3.79 -5.38 -0.18
C -3.09 0.16 -2.63 -0.06
C -3.04 0.56 -1.17 -0.52
C -4.23 0.02 -0.40 -0.06
O -1.84 0.07 -0.57 -0.39
H -4.07 0.41 -3.05 0.08
H -2.90 -0.91 -2.73 0.08
H -2.33 0.70 -3.20 0.04
H -3.02 1.65 -1.09 0.11
H -4.29 -1.06 -0.50 0.07
H -5.16 0.45 -0.78 0.08
H -4.16 0.27 0.66 0.06
C 3.48 -3.03 -0.92 -0.10
C 2.36 -3.44 -1.87 -0.24
C 1.67 -2.28 -2.51 -0.64
N 0.42 -2.00 -2.33 0.00
N 0.00 -0.87 -2.98 0.00
C 0.96 -0.31 -3.68 -0.72
N 0.80 0.75 -4.50 0.06
S 2.48 -1.14 -3.54 1.09
H 3.90 -3.91 -0.43 0.07
H 3.12 -2.34 -0.17 0.06
H 4.29 -2.53 -1.46 0.07
H 1.58 -3.99 -1.34 0.09
H 2.74 -4.10 -2.65 0.10
H -0.10 1.22 -4.44 0.00
H 1.55 1.42 -4.55 -0.07
```

=====

no.,strongest force on any atom (eV/Å)
1,0.54
2,0.91
3,0.55
4,1.43